DFT (ωB97M-V/def2-TZVPD) results for a structure of composition C5H17FeO10P in a non-equilibrium geometry.

Positions of all 34 atoms, in Å:
Fe  -10.2989  -15.9932  10.3020
O  -10.5830  -14.8544  11.8551
H  -11.4245  -14.5060  12.2086
P  -11.1708  -18.1721  9.0363
O  -9.9572  -17.2789  8.7053
O  -11.6141  -17.4358  10.2917
O  -10.6092  -19.6226  9.3474
O  -12.2718  -18.7204  8.0964
C  -12.2701  -13.4177  8.9350
C  -12.5281  -12.7098  10.2789
O  -11.3256  -12.2878  10.9265
O  -11.7852  -14.7117  9.2125
H  -11.6257  -12.8919  8.2305
H  -13.1904  -13.5818  8.3743
H  -13.0809  -13.3043  11.0064
H  -13.1587  -11.8346  10.1222
H  -10.9941  -13.1312  11.2434
H  -12.3434  -15.3072  8.7071
C  -7.6057  -13.8759  9.5303
C  -8.1242  -12.8005  10.6268
O  -8.2160  -13.3880  11.9495
O  -8.6046  -14.9182  9.3840
H  -6.6596  -14.2970  9.8705
H  -7.5006  -13.3351  8.5898
H  -9.1323  -12.5094  10.3316
H  -7.5600  -11.8689  10.6707
H  -8.9606  -13.9923  11.9935
H  -8.3394  -15.2838  8.5369
C  -7.8051  -16.6207  12.2942
O  -8.7024  -16.9998  11.2940
H  -7.0516  -15.9257  11.9237
H  -8.3019  -16.2025  13.1696
H  -7.2472  -17.5084  12.5922
H  -8.7591  -17.9575  11.2598

Properties
Net charge: -2
<S²>: 6.01
Multiplicity: 5
Gap between HOMO and LUMO (spin up / spin down) in eV: 3.21 / 3.19

From a natural (NBO) analysis of the wavefunction, the atomic charges in e read:
1. Fe 1.491
2. O -1.250
3. H 0.448
4. P 2.462
5. O -1.289
6. O -1.287
7. O -1.330
8. O -1.238
9. C -0.084
10. C -0.087
11. O -0.764
12. O -0.741
13. H 0.162
14. H 0.158
15. H 0.172
16. H 0.150
17. H 0.501
18. H 0.509
19. C -0.090
20. C -0.093
21. O -0.778
22. O -0.731
23. H 0.159
24. H 0.150
25. H 0.195
26. H 0.156
27. H 0.519
28. H 0.503
29. C -0.232
30. O -0.746
31. H 0.164
32. H 0.173
33. H 0.149
34. H 0.517

DFT (ωB97M-V/def2-TZVPD) results for a cluster of 3 separate species, C5H17N2O in total in a non-equilibrium geometry.

Positions of all 25 atoms, in Å:
N  -1.0049  -2.1421  0.5114
C  0.1278  -1.7180  -0.3384
C  -0.0339  -2.4266  -1.6603
C  -0.1215  -0.1605  -0.4322
N  0.0867  0.3848  0.8865
C  -0.1814  1.8080  0.9202
C  3.3568  0.9445  2.0843
H  2.3882  0.6169  1.5327
H  -1.0347  -1.3164  1.1852
H  -0.8024  -2.9831  1.0536
H  1.1804  -1.7903  0.1691
H  -0.3072  -3.5212  -1.5000
H  0.9086  -2.2182  -2.2339
H  -0.9277  -1.9631  -2.2137
H  -1.1291  0.1089  -0.6811
H  0.4814  0.3375  -1.1793
H  0.1887  2.4339  0.0195
H  0.1776  2.1855  1.8867
H  -1.3379  2.0895  0.9016
H  3.0684  1.8227  2.6573
H  3.7485  0.0452  2.6611
H  4.2113  1.3232  1.4654
H  -1.9977  2.7910  -2.6404
H  -2.9233  2.8982  -1.5170
O  -2.2939  2.3446  -1.8493

Properties
Net charge: +1
Gap between HOMO and LUMO in eV: 5.59

From a natural (NBO) analysis of the wavefunction, the atomic charges in e read:
1. N -0.735
2. C -0.055
3. C -0.628
4. C -0.371
5. N 0.142
6. C -0.565
7. C -0.846
8. H 0.171
9. H 0.348
10. H 0.391
11. H 0.202
12. H 0.252
13. H 0.227
14. H 0.227
15. H 0.312
16. H 0.301
17. H 0.298
18. H 0.265
19. H 0.360
20. H 0.220
21. H 0.241
22. H 0.236
23. H 0.484
24. H 0.472
25. O -0.951

DFT (ωB97M-V/def2-TZVPD) results for a cluster of 2 separate species, C5H17N2O in total in a non-equilibrium geometry.

Positions of all 25 atoms, in Å:
N  -1.1022  1.4366  -0.0694
C  -1.6319  0.2253  -0.7671
C  -2.3082  0.5261  -2.0640
C  -0.3712  -0.6638  -0.8947
N  -0.0846  -1.1839  0.4195
C  1.3184  -1.2482  0.7941
C  1.3432  -1.5404  2.4100
H  -1.6879  2.2211  -0.1178
H  -0.8579  1.1927  0.9627
H  -0.2583  1.8430  -0.5327
H  -2.3152  -0.3517  -0.2243
H  -2.2590  -0.0429  -3.0340
H  -2.1239  1.5663  -2.4732
H  -3.3902  0.4454  -1.9312
H  -0.6166  -1.4191  -1.7201
H  0.5401  -0.1498  -1.2309
H  -0.5844  -2.0361  0.5588
H  1.7640  -2.2887  0.3741
H  1.9820  -0.5135  0.4091
H  2.1998  -2.1835  2.5497
H  0.4287  -2.0408  2.7828
H  1.5858  -0.7089  3.0044
H  3.0068  1.9274  0.8916
H  2.9679  2.8250  -0.2815
O  2.4547  2.1624  0.1840

Properties
Net charge: +1
Gap between HOMO and LUMO in eV: 9.36

From a natural (NBO) analysis of the wavefunction, the atomic charges in e read:
1. N -0.679
2. C -0.073
3. C -0.686
4. C -0.228
5. N -0.669
6. C -0.224
7. C -0.615
8. H 0.430
9. H 0.478
10. H 0.454
11. H 0.236
12. H 0.277
13. H 0.226
14. H 0.244
15. H 0.207
16. H 0.209
17. H 0.384
18. H 0.168
19. H 0.214
20. H 0.220
21. H 0.217
22. H 0.207
23. H 0.479
24. H 0.485
25. O -0.962

DFT (ωB97M-V/def2-TZVPD) results for a cluster of 2 separate species, C5H17N2O in total in a non-equilibrium geometry.

Positions of all 25 atoms, in Å:
N  -0.2468  1.6162  -0.0592
C  0.6157  0.4275  -0.7073
C  0.8204  -0.5854  0.4204
C  -0.2580  -1.6426  0.4588
C  -0.2972  -2.9435  1.2704
C  -0.0493  0.1962  -2.0922
N  -0.2521  1.6225  -2.5558
H  0.4182  2.3762  0.2686
H  -0.9598  1.8888  -0.6812
H  -0.5824  1.2498  0.8957
H  1.5976  0.8948  -0.9905
H  0.9093  0.0222  1.2979
H  1.9789  -0.9258  0.4859
H  -0.4996  -1.9642  -0.5337
H  -1.2234  -1.0578  0.6029
H  -0.6260  -2.6766  2.2584
H  0.6690  -3.5146  1.4778
H  -0.8184  -3.8579  0.9776
H  0.7782  -0.4300  -2.5172
H  -0.9241  -0.4007  -2.3058
H  0.7510  1.7836  -3.1437
H  -1.0334  1.6379  -3.2070
H  0.4451  1.8404  3.0428
H  -0.8214  2.5709  2.8365
O  -0.3915  1.8719  2.4999

Properties
Net charge: +1
Gap between HOMO and LUMO in eV: 11.13

From a natural (NBO) analysis of the wavefunction, the atomic charges in e read:
1. N -0.735
2. C -0.006
3. C -0.434
4. C -0.415
5. C -0.636
6. C -0.280
7. N -0.881
8. H 0.439
9. H 0.448
10. H 0.465
11. H 0.221
12. H 0.207
13. H 0.245
14. H 0.213
15. H 0.191
16. H 0.213
17. H 0.227
18. H 0.248
19. H 0.217
20. H 0.230
21. H 0.396
22. H 0.391
23. H 0.501
24. H 0.486
25. O -0.951

DFT (ωB97M-V/def2-TZVPD) results for a cluster of 3 separate species, C5H17N2O3 in total in a non-equilibrium geometry.

Positions of all 27 atoms, in Å:
C  0.1798  -1.4047  0.0052
N  0.9595  -1.6752  -1.1812
C  -0.6904  -0.1112  0.0913
C  -1.8941  -0.4296  0.9630
C  -3.1061  -0.9194  0.1748
N  0.0854  0.9913  0.7404
C  1.5072  1.2792  0.2580
O  1.7786  1.0575  -1.0163
H  -0.4755  -2.2647  0.1661
H  0.8324  -1.3974  0.8833
H  0.3198  -1.6971  -1.9657
H  1.6562  -0.9559  -1.2991
H  -1.0091  0.1336  -0.9290
H  -1.7195  -1.0813  1.8213
H  -2.1110  0.5116  1.4902
H  -3.3841  -0.0987  -0.4837
H  -2.9544  -1.7715  -0.4883
H  -3.8793  -1.2832  0.8521
H  -0.5066  1.7945  0.5438
H  2.1354  0.8431  1.0501
H  1.5133  2.3810  0.4622
H  1.1539  0.1184  3.6166
H  0.1459  0.2360  2.4775
O  0.2279  -0.0498  3.4193
H  0.0893  1.4753  -3.2541
H  1.1929  1.0323  -2.3882
O  0.9306  1.0139  -3.3900

Properties
Net charge: -1
Gap between HOMO and LUMO in eV: 7.56

From a natural (NBO) analysis of the wavefunction, the atomic charges in e read:
1. C -0.217
2. N -0.861
3. C -0.077
4. C -0.413
5. C -0.610
6. N -0.705
7. C 0.153
8. O -0.933
9. H 0.165
10. H 0.187
11. H 0.342
12. H 0.404
13. H 0.169
14. H 0.211
15. H 0.198
16. H 0.198
17. H 0.199
18. H 0.198
19. H 0.343
20. H 0.089
21. H 0.084
22. H 0.454
23. H 0.502
24. O -0.999
25. H 0.431
26. H 0.511
27. O -1.023

DFT (ωB97M-V/def2-TZVPD) results for a cluster of 2 separate species, C5H17N2Si in total in a non-equilibrium geometry.

Positions of all 25 atoms, in Å:
C  2.6820  0.8782  -1.1035
C  2.4813  -0.1645  0.9168
C  -1.4064  1.5401  0.3092
C  -3.2003  0.1546  -0.5129
C  -1.1035  -0.7586  0.1232
N  2.0382  0.9977  0.2009
N  -1.8283  0.2230  -0.0873
Si  -1.3721  -2.6482  -0.1159
H  2.5171  1.8681  -1.6137
H  3.7455  0.8578  -0.9744
H  2.3085  -0.0539  -1.4540
H  3.5540  -0.0411  1.0436
H  2.1370  -0.3052  1.9099
H  2.1481  -0.9552  0.2629
H  -1.3493  2.2817  -0.6065
H  -2.2582  1.8962  0.9906
H  -0.2987  1.6027  0.6719
H  -3.1460  -0.2442  -1.4905
H  -3.8745  -0.4891  0.2064
H  -3.6658  1.0928  -0.5883
H  -0.0649  -0.5173  0.3463
H  2.4035  1.9615  0.6084
H  -1.2598  -2.9343  -1.5603
H  -0.0065  -3.1204  0.3881
H  -2.1032  -2.9768  1.1095

Properties
Net charge: +1
Gap between HOMO and LUMO in eV: 7.98

From a natural (NBO) analysis of the wavefunction, the atomic charges in e read:
1. C -0.416
2. C -0.427
3. C -0.472
4. C -0.444
5. C -0.073
6. N -0.654
7. N -0.244
8. Si 0.715
9. H 0.210
10. H 0.180
11. H 0.188
12. H 0.192
13. H 0.204
14. H 0.180
15. H 0.246
16. H 0.239
17. H 0.289
18. H 0.237
19. H 0.250
20. H 0.246
21. H 0.247
22. H 0.365
23. H -0.063
24. H -0.124
25. H -0.072

E_tot per entry: -69612.315; -10476.636; -10480.764; -10479.941; -14583.979; -16308.552 eV
ΔE to the lowest compared entry with this formula, charge and spin per entry: 9.3; 607.7; 209.4; 288.8; 20.5; 400.8 kJ/mol